(1)
Computed, not measured: a molecular structure, C25H28F2IrN3O3Si2, with ωB97M-V with the def2-TZVPD basis set.

## Properties
**Largest force on an atom**: 0.006 Eh/bohr
**Expectation value of S²**: 8.780
**HOMO-LUMO gap (alpha / beta)**: 0.1713 / 0.2468 hartree
**HOMO (alpha / beta)**: -2.00 / -5.33 eV

Geometry as ORCA input:
```
! wB97M-V def2-TZVPD RIJCOSX def2/J DEFGRID3
* xyz -1 6
Ir -0.1839 0.4585 -1.4475
N 1.8228 -1.0589 -1.2113
C 2.5039 -1.6587 -0.0714
C 2.8181 -0.7802 1.1354
O 3.6378 -1.2048 1.9217
N 2.0581 0.3716 1.3634
C 2.3278 1.4637 0.4040
C 1.1515 2.4321 0.2697
O 0.9603 3.2148 1.1820
O 0.4349 2.3761 -0.8204
H 1.4952 -1.7875 -1.8423
H 2.4747 -0.5237 -1.7755
H 3.4299 -2.1655 -0.3527
H 1.8417 -2.4196 0.3523
H 2.5810 1.0495 -0.5685
H 3.1845 2.0488 0.7503
F -5.2302 -1.4200 -2.6023
C -3.9014 -1.4016 -2.9065
C -3.0923 -0.4261 -2.3721
C -1.7330 -0.4044 -2.6857
C -1.1939 -1.3521 -3.5968
C -2.0705 -2.3393 -4.0515
F -1.6072 -3.3199 -4.8799
C -3.4085 -2.3915 -3.7349
C 0.1870 -1.1809 -4.0206
C 0.9079 -1.9215 -4.9629
C 2.1733 -1.5340 -5.3560
C 2.7358 -0.3375 -4.7915
C 2.0029 0.3368 -3.8650
N 0.7731 -0.0532 -3.4438
H -3.5356 0.2961 -1.7012
H -4.0410 -3.1732 -4.1311
H 0.4556 -2.8012 -5.3951
H 2.7209 -2.1141 -6.0865
H 3.7011 0.0411 -5.0990
H 2.3860 1.2481 -3.4095
C 1.6371 -0.9569 3.9456
Si 1.5830 0.6813 3.0508
C 2.7468 1.9221 3.7929
C -0.1980 1.2189 3.2846
C -0.3991 1.8319 4.5313
C -1.6643 2.0850 5.0364
C -2.7728 1.7078 4.2959
C -2.5909 1.1216 3.0534
C -1.3221 0.8763 2.5056
Si -1.4822 0.2774 0.6851
C -2.5089 -1.3044 0.8145
C -2.5591 1.7207 0.0320
H 1.0045 -0.8782 4.8333
H 2.6406 -1.2648 4.2341
H 1.2071 -1.7401 3.3132
H 2.7129 1.9216 4.8844
H 2.5029 2.9232 3.4318
H 3.7661 1.6702 3.4891
H 0.4573 2.1180 5.1327
H -1.7823 2.5651 6.0007
H -3.7734 1.8825 4.6741
H -3.4745 0.8597 2.4792
H -3.5782 -1.0872 0.7193
H -2.3444 -1.7739 1.7879
H -2.2542 -2.0191 0.0310
H -3.6143 1.5302 0.2573
H -2.4772 1.9175 -1.0397
H -2.2307 2.6257 0.5464
*
```



(2)
Computed, not measured: 10 unconnected molecules or ions with the total composition C43H71N3O7 in a non-equilibrium geometry, with ωB97M-V with the def2-TZVPD basis set.

## Properties
**Largest force on an atom**: 0.041 Eh/bohr
**HOMO-LUMO gap**: 0.3598 hartree
**Structure (SMILES)**: c1ccncc1.c1ccncc1.c1ccncc1.C1CCOC1.C1CCOC1.C1CCOC1.C1CCOC1.C1CCOC1.C1CCOC1.C1CCOC1
**HOMO**: -9.16 eV

Geometry as ORCA input:
```
! wB97M-V def2-TZVPD RIJCOSX def2/J DEFGRID3
* xyz 0 1
C -29.9480 27.8997 -5.4323
C -29.3961 28.8430 -4.5805
C -28.8758 28.4156 -3.3642
N -28.7085 27.1152 -3.0932
C -29.2386 26.2230 -3.9180
C -29.9153 26.5582 -5.0809
H -30.4242 28.2362 -6.3452
H -29.4054 29.8977 -4.8391
H -28.5899 29.0613 -2.5442
H -29.0173 25.1870 -3.6774
H -30.4354 25.8110 -5.6641
C -35.0347 35.3014 -5.5600
C -34.3847 35.3855 -4.3443
C -33.0345 35.1145 -4.3191
N -32.3390 34.8476 -5.4193
C -32.9668 34.8004 -6.5833
C -34.3262 34.9796 -6.7030
H -36.1054 35.4490 -5.6418
H -34.9318 35.6064 -3.4378
H -32.4627 35.0902 -3.3970
H -32.3252 34.5157 -7.4129
H -34.8544 34.8012 -7.6295
C -32.0556 29.8822 -0.4542
C -31.7181 30.9028 -1.3361
C -30.3784 31.2245 -1.5224
N -29.4029 30.6560 -0.8264
C -29.7252 29.7143 0.0475
C -31.0347 29.2991 0.2682
H -33.0913 29.6320 -0.2668
H -32.4887 31.3618 -1.9435
H -30.1382 32.1460 -2.0475
H -28.9075 29.2388 0.5773
H -31.2259 28.5642 1.0411
C -26.9505 33.7912 -5.8828
C -28.2305 34.6171 -5.7325
C -29.3025 33.5584 -5.3478
O -28.6079 32.3205 -5.1218
C -27.2115 32.5671 -5.0124
H -26.0833 34.3395 -5.4963
H -26.6504 33.6032 -6.9159
H -28.5446 35.1066 -6.6518
H -28.2000 35.3487 -4.9299
H -29.9921 33.4164 -6.1751
H -29.8105 33.8329 -4.4234
H -26.7126 31.6560 -5.3440
H -26.9026 32.7942 -3.9843
C -27.4670 36.6063 -9.7471
C -26.0567 37.1427 -9.5005
C -26.3219 38.5632 -8.9375
O -27.7393 38.7411 -8.8288
C -28.2688 37.4480 -8.7543
H -27.6460 35.5448 -9.5835
H -27.7616 36.8819 -10.7623
H -25.4148 37.2051 -10.3762
H -25.5365 36.5553 -8.7404
H -25.8873 39.3473 -9.5575
H -25.9096 38.7090 -7.9324
H -29.3333 37.3365 -8.9706
H -28.1323 37.0299 -7.7422
C -26.6869 35.0936 -1.2564
C -27.1348 34.5222 0.1101
C -28.3414 33.7162 -0.3340
O -29.0286 34.5658 -1.2375
C -28.0147 35.2011 -2.0413
H -26.0761 34.3451 -1.7557
H -26.2213 36.0724 -1.1858
H -27.3519 35.3320 0.8062
H -26.3649 33.8845 0.5458
H -29.0359 33.4612 0.4664
H -28.0018 32.7895 -0.8117
H -28.3575 36.2227 -2.2105
H -28.0345 34.6559 -2.9861
C -30.6478 31.4711 -8.3622
C -31.5704 31.2724 -7.1872
C -32.1850 29.8765 -7.4574
O -31.4376 29.3004 -8.5176
C -30.2302 30.0523 -8.6878
H -29.8251 32.1419 -8.1012
H -31.1608 31.8958 -9.2247
H -32.3608 32.0348 -7.1436
H -31.2295 31.3618 -6.1528
H -33.2409 29.9561 -7.7284
H -32.1687 29.2803 -6.5375
H -29.8614 30.0281 -9.7118
H -29.4573 29.6622 -8.0163
C -25.2454 32.8716 -9.4481
C -24.9644 31.6590 -8.5575
C -26.3657 31.0313 -8.4003
O -27.1605 31.5617 -9.4758
C -26.3098 32.2805 -10.3628
H -24.3946 33.2456 -10.0223
H -25.6717 33.7384 -8.9353
H -24.4118 31.8838 -7.6488
H -24.3138 31.0359 -9.1812
H -26.8053 31.3995 -7.4761
H -26.2769 29.9546 -8.5189
H -26.8592 33.0418 -10.9168
H -25.8918 31.5720 -11.0916
C -26.1438 27.5211 -6.7251
C -24.6301 27.2838 -6.9300
C -24.0263 28.6924 -6.7578
O -25.0338 29.5191 -6.1666
C -26.1135 28.6904 -5.7464
H -26.6245 26.6642 -6.2528
H -26.6588 27.7557 -7.6567
H -24.3543 26.8267 -7.8777
H -24.3309 26.6023 -6.1306
H -23.8198 29.1108 -7.7442
H -23.1358 28.6561 -6.1292
H -27.0503 29.2430 -5.7975
H -25.9492 28.3247 -4.7272
C -22.1734 32.7672 -4.7011
C -22.4756 34.1245 -4.0333
C -23.8553 33.9272 -3.4304
O -24.0431 32.5063 -3.3295
C -23.4429 31.9664 -4.4890
H -21.3349 32.2652 -4.2089
H -21.8073 32.8220 -5.7295
H -22.3673 35.0076 -4.6619
H -21.7321 34.2736 -3.2463
H -24.6866 34.2843 -4.0477
H -23.9660 34.3032 -2.4166
H -24.1339 32.0293 -5.3493
H -23.2716 30.8916 -4.4111
*
```



(3)
Computed, not measured: a molecular structure, C4H11AlBrCl3PS in a non-equilibrium geometry, with ωB97M-V with the def2-TZVPD basis set.

## Properties
**Largest force on an atom**: 0.053 Eh/bohr
**HOMO-LUMO gap**: 0.2617 hartree
**HOMO**: -4.52 eV

Geometry as ORCA input:
```
! wB97M-V def2-TZVPD RIJCOSX def2/J DEFGRID3
* xyz -1 1
S -2.2158 1.1549 -1.9945
P -0.8570 -0.2792 -1.8037
Al -0.5222 -0.5470 0.4769
C 0.8864 -1.9795 0.9748
C 0.5063 -2.4396 2.5377
C 0.6442 -1.1144 3.5403
Br -1.1552 -0.6900 4.3883
H -1.4337 -1.4510 -2.4700
H 0.3182 0.1025 -2.5543
H -1.8840 -1.0175 1.1636
H -0.0648 0.8567 1.1069
H 1.9853 -1.5424 1.0476
H 0.8428 -2.9417 0.2962
H 1.1356 -3.3529 2.9113
H -0.6654 -2.6641 2.4994
H 1.4159 -1.2897 4.4157
H 1.0417 -0.1614 2.9469
C -0.0669 3.7841 -3.8670
Cl 0.6454 3.4118 -5.4461
Cl 1.1957 3.9177 -2.6311
Cl -1.0170 5.2774 -3.9496
H -0.7356 2.9654 -3.5892
*
```



(4)
Computed, not measured: 2 unconnected molecules or ions with the total composition C2Br2ClF3 in a non-equilibrium geometry, with ωB97M-V with the def2-TZVPD basis set.

## Properties
**Largest force on an atom**: 0.065 Eh/bohr
**HOMO-LUMO gap (alpha / beta)**: 0.2954 / 0.3199 hartree
**HOMO (alpha / beta)**: -9.39 / -9.10 eV

Geometry as ORCA input:
```
! wB97M-V def2-TZVPD RIJCOSX def2/J DEFGRID3
* xyz 0 1
C -1.0877 0.8888 0.0267
C 0.8470 -0.9164 -0.0499
F -2.0726 0.7476 -0.8033
F -0.2194 1.7623 -0.4399
F -1.3603 0.9831 1.3314
Cl 0.7956 -1.7035 -1.5604
Br 2.4947 0.2863 0.0285
Br 0.6028 -2.0481 1.4668
*
```



(5)
Computed, not measured: C3H5NO3S in the gas phase in a non-equilibrium geometry, with ωB97M-V with the def2-TZVPD basis set.

## Properties
**Largest force on an atom**: 0.062 Eh/bohr
**HOMO-LUMO gap**: 0.3910 hartree
**Structure (SMILES)**: C[C@H]1C(=O)NS1(=O)=O
**HOMO**: -10.51 eV

Geometry as ORCA input:
```
! wB97M-V def2-TZVPD RIJCOSX def2/J DEFGRID3
* xyz 0 1
C 1.1152 1.1128 -0.0191
C 0.1857 0.1393 -0.6112
C 0.3528 -1.3689 0.0387
O 1.3219 -2.0709 0.0966
N -0.9259 -1.6117 0.4423
S -1.5420 0.1955 -0.0537
O -2.6430 0.2720 -0.9700
O -1.6074 1.0676 1.0710
H 1.0965 2.2003 -0.3188
H 2.1651 0.9677 -0.2059
H 1.1923 1.0694 1.0206
H 0.2590 0.1762 -1.7658
H -0.9703 -2.1493 1.2752
*
```



(6)
Computed, not measured: a molecular structure, C43H38F5MoN4O4PS3 in a non-equilibrium geometry, with ωB97M-V with the def2-TZVPD basis set.

## Properties
**Largest force on an atom**: 0.072 Eh/bohr
**Expectation value of S²**: 3.854
**HOMO-LUMO gap (alpha / beta)**: 0.1659 / 0.1536 hartree
**HOMO (alpha / beta)**: -3.40 / -3.40 eV

Geometry as ORCA input:
```
! wB97M-V def2-TZVPD RIJCOSX def2/J DEFGRID3
* xyz -1 4
Mo -14.2618 -17.3813 4.0641
C -16.8790 -16.3439 7.2986
C -15.7151 -16.7425 6.4655
N -15.8457 -16.6735 5.1642
N -16.7580 -16.0424 4.3474
C -16.9034 -14.7174 4.6929
O -16.1832 -14.0916 5.5450
C -18.1639 -14.2615 4.1744
C -18.7700 -13.0516 4.5660
C -20.0971 -12.8655 4.3294
C -20.8227 -13.6871 3.4603
C -20.2055 -14.8146 2.9619
C -18.8959 -15.0960 3.2999
C -14.5144 -17.2421 7.0694
C -14.0985 -17.1334 8.3996
C -12.9502 -17.8370 8.8545
C -12.1765 -18.4359 7.8995
C -12.6017 -18.4626 6.5570
N -13.6760 -17.7829 6.1511
H -17.7679 -16.8305 6.9173
H -16.6619 -16.6756 8.2871
H -17.0458 -15.3375 7.1739
H -18.1141 -12.2948 4.9984
H -20.5752 -11.9719 4.7341
H -21.8359 -13.4163 3.2442
H -20.8060 -15.4221 2.3280
H -18.4217 -15.9736 2.8809
H -14.8644 -16.6962 9.0892
H -12.6399 -17.7837 9.8942
H -11.2716 -19.0135 8.1016
H -12.1029 -19.0704 5.7941
C -14.6819 -11.8944 2.2769
C -14.1927 -12.8058 1.1265
O -13.2561 -13.8167 1.7462
P -13.0706 -15.3959 1.7472
S -12.3164 -16.1639 3.5692
S -14.7868 -16.4605 1.7158
O -12.0067 -15.5697 0.5975
C -11.2380 -16.8869 0.4325
C -9.9415 -16.8911 1.1350
H -15.4336 -11.1134 1.9692
H -13.8361 -11.4741 2.7340
H -15.2355 -12.5137 3.0173
H -13.6369 -12.2911 0.3478
H -15.0393 -13.2816 0.6928
H -11.1468 -16.9373 -0.6540
H -11.9569 -17.6940 0.6976
H -9.2155 -16.1578 0.7132
H -9.4297 -17.8878 0.9822
H -9.9520 -16.8181 2.2366
F -9.6802 -8.7564 7.1814
C -10.0581 -10.0073 7.0098
C -9.7601 -10.6225 5.7986
F -8.9858 -9.9760 4.9189
C -10.3203 -11.8353 5.4656
F -10.1559 -12.2460 4.2060
C -10.9308 -12.6672 6.4234
S -11.2757 -14.2334 6.0228
C -11.2441 -12.0021 7.6978
F -11.9163 -12.6962 8.6332
C -10.7142 -10.7722 7.9876
F -11.0793 -10.1009 9.0932
N -11.5949 -25.4431 -0.8099
C -11.9056 -24.4155 -0.3218
C -12.3457 -23.1835 0.2511
C -13.5494 -22.5516 0.0305
C -14.0330 -21.5662 0.8940
C -13.2355 -21.1537 2.0044
C -12.0348 -21.8163 2.2490
C -11.5646 -22.7451 1.3785
C -13.7192 -20.1855 2.8476
C -14.0631 -19.2234 3.5848
H -14.1142 -22.8407 -0.8611
H -15.0294 -21.2119 0.8979
H -11.5691 -21.5986 3.1732
H -10.6593 -23.2981 1.5454
C -1.1397 -17.4248 3.7692
C -2.5677 -17.0422 3.8013
C -3.6439 -17.9171 3.8332
C -4.9289 -17.4066 4.1426
C -5.9347 -18.4859 4.4844
C -5.1239 -16.0097 4.2158
C -6.5102 -15.3278 4.3105
O -7.5487 -15.6678 3.7547
C -4.0643 -15.1239 3.9781
C -4.2996 -13.6451 3.8157
C -2.7617 -15.6477 3.7868
H -0.8338 -17.8787 4.7720
H -0.5240 -16.5734 3.6732
H -0.9386 -18.1651 2.9659
H -3.3863 -18.9741 3.5739
H -6.8843 -17.9730 4.3402
H -5.8369 -18.8811 5.5190
H -5.7452 -19.3504 3.8072
H -6.4811 -14.4043 4.9626
H -4.4033 -13.0210 4.7054
H -5.0926 -13.4014 3.1335
H -3.3826 -13.2767 3.3309
H -1.9046 -14.9978 3.6579
*
```



| no. | calculated total energy (eV) |
| --- | --- |
| 1 | -61020.4334 |
| 2 | -64541.1638 |
| 3 | -138657.6271 |
| 4 | -162830.1155 |
| 5 | -21657.7741 |
| 6 | -116592.9508 |